Version w
{"formula": "C4H6N2OS", "method": "ωB97M-V/def2-TZVPD", "gap_ev": 8.518, "homo_ev": -8.91, "multiplicity": 1, "mol_weight_g_mol": 130.17, "elements": ["C", "C", "C", "C", "H", "H", "H", "H", "H", "H", "N", "N", "O", "S"], "xyz": [[-0.60032, 0.27871, -3.69014], [-0.64957, 0.70231, -2.43678], [0.18292, 0.21980, -1.13670], [0.18890, -0.39333, 2.78403], [-1.65467, 0.35585, -4.50474], [0.32062, -0.40911, -3.90305], [-1.39618, 1.50224, -2.18111], [0.35233, -1.26635, 0.90460], [-0.30182, 0.46397, 3.36053], [0.95387, -2.20706, 2.59114], [0.51820, -0.07355, 1.35883], [0.34465, -1.77984, 3.32993], [1.03605, -0.72719, -1.08261], [-0.45838, 0.96917, 0.40311]], "lowdin_charge": [-0.031, -0.215, -0.591, -0.226, 0.169, 0.094, 0.084, 0.211, 0.101, 0.000, -0.435, 0.000, -0.062, 0.901]}

=====

Version x
{"formula": "C4H6N2OS", "method": "ωB97M-V/def2-TZVPD", "gap_ev": 9.050, "homo_ev": -8.89, "multiplicity": 1, "smiles": "[H]/N=C\\NSC(=O)C=C", "mol_weight_g_mol": 130.17, "elements": ["H", "N", "C", "N", "S", "C", "O", "C", "C", "H", "H", "H", "H", "H"], "xyz": [[-4.02833, 1.33030, -0.52536], [-4.09203, 0.30949, 0.00637], [-2.99625, -0.37590, 0.22846], [-1.68180, 0.06697, -0.29535], [-0.32633, -0.97937, -0.13301], [1.01701, 0.09176, -0.08602], [0.92981, 1.27677, -0.07002], [2.31223, -0.62968, -0.05178], [3.37496, 0.10767, 0.11422], [-3.00020, -1.46461, 0.91034], [-1.62200, 1.03728, -0.11558], [2.44588, -1.68443, -0.58189], [4.36340, -0.34676, 0.11292], [3.30365, 1.26052, 0.48670]], "lowdin_charge": [0.118, 0.003, -0.356, -0.343, 1.005, -0.826, 0.025, -0.212, 0.011, 0.167, 0.057, 0.148, 0.062, 0.141]}

=====

Version y
{"formula": "C4H6N2OS", "method": "ωB97M-V/def2-TZVPD", "gap_ev": [8.253, 8.252], "homo_ev": [-8.79, -8.78], "multiplicity": 1, "mol_weight_g_mol": 130.17, "elements": ["C", "C", "C", "C", "N", "N", "O", "S", "H", "H", "H", "H", "H", "H"], "xyz": [[0.84378, -0.20085, 1.31568], [-1.08205, -1.21360, 0.13950], [-1.89291, -0.94438, -1.08998], [-0.26517, -0.06216, 0.57620], [2.30351, 1.90977, -0.04804], [1.71580, 1.85268, -1.03305], [-1.03552, -2.28902, 0.66436], [1.84349, 1.12721, 1.69588], [1.23724, -1.15575, 1.91397], [-1.29209, -0.29447, -1.64153], [-2.79696, -0.36287, -0.87482], [-2.06684, -1.85485, -1.75440], [-0.52058, 0.91054, 0.13488], [3.00830, 2.57774, 0.00137]], "lowdin_charge": [-0.523, -0.489, -0.022, -0.138, -0.350, 0.082, 0.091, 0.807, 0.123, 0.045, 0.096, 0.117, 0.098, 0.063]}

=====

Each structure's energy above the most stable one, in kJ/mol: version w 260.9; version x 0.0; version y 58.7.

=====

Version w
{"formula": "C7H12N2O", "method": "ωB97M-V/def2-TZVPD", "gap_ev": 9.135, "homo_ev": -8.32, "multiplicity": 1, "smiles": "C=C(O)CCCC(N)=C=N", "mol_weight_g_mol": 140.19, "elements": ["C", "C", "O", "C", "C", "C", "C", "N", "C", "N", "H", "H", "H", "H", "H", "H", "H", "H", "H", "H", "H", "H"], "xyz": [[0.54957, 2.24211, 1.39569], [1.05158, 1.47965, 0.46479], [1.82178, 0.31532, 0.75248], [0.66517, 1.40954, -1.02365], [-0.45155, 0.37865, -1.41014], [-0.39024, -1.10908, -1.28740], [-0.71347, -1.44105, 0.12970], [-2.08818, -1.30521, 0.33880], [0.16756, -1.82162, 1.02580], [1.02482, -2.13999, 1.83771], [-0.13882, 3.15697, 1.07817], [0.86423, 2.14217, 2.39368], [1.65425, -0.39412, 0.07318], [1.60192, 1.08117, -1.41439], [0.36279, 2.32696, -1.48700], [-0.88873, 0.72239, -2.45416], [-1.26773, 0.60900, -0.67335], [0.56117, -1.52857, -1.50770], [-1.04826, -1.51694, -1.99555], [-2.46229, -2.25035, 0.19070], [-2.38176, -1.00160, 1.24553], [1.50618, -1.35539, 2.32713]], "lowdin_charge": [0.047, -0.372, -0.053, -0.131, -0.186, -0.182, -0.385, 0.068, -0.134, 0.147, 0.118, 0.041, 0.087, 0.097, 0.103, 0.145, 0.111, 0.107, 0.100, 0.102, 0.081, 0.086]}

=====

Version x
{"formula": "C7H12N2O", "method": "ωB97M-V/def2-TZVPD", "gap_ev": 9.655, "homo_ev": -8.83, "multiplicity": 1, "smiles": "C=C(C)[C@H](O)CCN=C=N", "mol_weight_g_mol": 140.19, "elements": ["C", "C", "C", "C", "O", "C", "C", "N", "C", "N", "H", "H", "H", "H", "H", "H", "H", "H", "H", "H", "H", "H"], "xyz": [[-1.22555, -0.27973, 1.40608], [-0.48562, 0.78579, 1.30451], [-0.35350, 1.78071, 2.47446], [0.33895, 1.06692, 0.06454], [-0.65289, 1.30020, -0.94884], [1.35157, -0.07785, -0.23642], [1.32570, -0.52808, -1.79232], [0.45542, -1.59185, -1.79500], [-0.27376, -2.38464, -2.30042], [-1.27208, -3.08225, -2.35801], [-1.88121, -0.39800, 2.28008], [-1.41470, -0.97797, 0.59878], [0.57235, 2.38692, 2.25425], [-0.22790, 1.27780, 3.46002], [-1.10879, 2.61948, 2.51506], [0.93705, 1.90871, 0.23099], [-1.52250, 1.46781, -0.59686], [1.27395, -0.99900, 0.34740], [2.30875, 0.35197, -0.05772], [0.98152, 0.29638, -2.38488], [2.40435, -0.87397, -1.99968], [-1.53109, -4.04934, -2.46601]], "lowdin_charge": [0.043, -0.336, -0.055, -0.330, -0.030, -0.087, -0.191, 0.074, -0.298, 0.127, 0.078, 0.076, 0.076, 0.083, 0.090, 0.104, 0.086, 0.111, 0.086, 0.102, 0.138, 0.052]}

=====

Version y
{"formula": "C7H12N2O", "method": "ωB97M-V/def2-TZVPD", "gap_ev": [7.220, 8.445], "homo_ev": [-7.52, -8.00], "multiplicity": 1, "mol_weight_g_mol": 140.19, "elements": ["C", "C", "C", "C", "C", "C", "N", "O", "C", "N", "H", "H", "H", "H", "H", "H", "H", "H", "H", "H", "H", "H"], "xyz": [[-1.11800, 1.09606, 0.76489], [0.93934, 1.10276, 0.30544], [-0.69509, -2.17659, 0.60607], [-0.27545, 1.56380, -0.34474], [0.30579, -2.51604, -1.47869], [2.20802, 1.82466, -0.00504], [0.35461, -2.13219, -0.08811], [-0.88705, 1.37168, 2.09987], [-2.39570, 0.62072, 0.42823], [-3.46634, 0.36449, 0.05383], [-1.70841, 1.36831, 2.60653], [1.13469, 0.16765, 0.81685], [-1.62663, -2.64524, 0.27323], [-0.69217, -1.69284, 1.57794], [-0.40989, 0.88720, -1.20538], [-0.37088, 2.61590, -0.60188], [-0.65209, -2.96918, -1.77357], [1.12353, -3.22050, -1.66371], [0.50732, -1.63196, -2.09298], [2.84363, 2.04216, 0.85936], [1.98575, 2.75013, -0.54296], [2.89501, 1.20901, -0.59520]], "lowdin_charge": [-0.344, -0.164, -0.081, -0.142, -0.145, -0.103, -0.090, 0.053, -0.214, 0.155, 0.117, 0.099, 0.079, 0.066, 0.139, 0.138, 0.074, 0.074, 0.073, 0.072, 0.070, 0.074]}

=====

Each structure's energy above the most stable one, in kJ/mol: version w 38.5; version x 0.0; version y 238.1.

=====

Version w
{"formula": "C4H2O2", "method": "ωB97M-V/def2-TZVPD", "gap_ev": 10.000, "homo_ev": -10.98, "multiplicity": 1, "smiles": "O=CC#CC=O", "mol_weight_g_mol": 82.06, "elements": ["O", "C", "C", "C", "C", "O", "H", "H"], "xyz": [[-2.49483, 0.36630, 0.93399], [-1.99150, -0.28154, 0.04802], [-0.54595, -0.44248, -0.02064], [0.65109, -0.28085, -0.06580], [1.99108, 0.28881, -0.04957], [3.03005, -0.31120, -0.15112], [-2.58052, -0.72566, -0.77049], [1.94058, 1.38663, 0.07561]], "lowdin_charge": [0.077, -0.264, 0.065, 0.066, -0.270, 0.075, 0.121, 0.130]}

=====

Version x
{"formula": "C4H2O2", "method": "ωB97M-V/def2-TZVPD", "gap_ev": 9.275, "homo_ev": -10.07, "multiplicity": 1, "mol_weight_g_mol": 82.06, "elements": ["O", "C", "C", "C", "C", "O", "H", "H"], "xyz": [[2.12614, -0.54817, -2.12200], [1.46441, 0.29583, -1.56634], [0.63782, 0.02010, -0.40390], [-0.11689, -0.20821, 0.50201], [-2.10022, 0.06582, 1.54890], [-0.90652, -0.54095, 1.50984], [1.42786, 1.34234, -1.91665], [-2.53260, -0.42676, 2.44814]], "lowdin_charge": [0.067, -0.272, 0.075, -0.095, 0.150, -0.070, 0.121, 0.024]}

=====

Version y
{"formula": "C4H2O2", "method": "ωB97M-V/def2-TZVPD", "gap_ev": [7.874, 7.872], "homo_ev": [-8.86, -8.85], "multiplicity": 1, "mol_weight_g_mol": 82.06, "elements": ["C", "C", "C", "C", "O", "O", "H", "H"], "xyz": [[-0.34259, -0.54636, 0.55633], [-0.70475, 0.77528, 0.44909], [0.90360, -0.59701, -0.32159], [0.14250, 1.23377, -0.61211], [1.27814, 0.69333, -0.70355], [1.15765, -1.45752, -1.09012], [-0.89501, -1.36184, 0.93321], [-1.53955, 1.26034, 0.78874]], "lowdin_charge": [0.087, -0.038, -0.450, -0.038, 0.091, 0.164, 0.108, 0.076]}

=====

Each structure's energy above the most stable one, in kJ/mol: version w 0.0; version x 315.6; version y 136.8.

=====

Version w
{"formula": "CH4ClNOP2", "method": "ωB97M-V/def2-TZVPD", "gap_ev": [8.126, 8.125], "homo_ev": [-8.88, -8.88], "multiplicity": 1, "smiles": "CP(Cl)#[PH]N=O", "mol_weight_g_mol": 143.45, "elements": ["C", "P", "Cl", "P", "N", "O", "H", "H", "H", "H"], "xyz": [[-1.27480, -1.38436, -0.15760], [0.79850, -0.92966, -0.06945], [1.04712, -0.77732, -2.05867], [0.29150, 0.98769, 0.92222], [0.80523, 2.22883, -0.15552], [1.66855, 2.99653, 0.16552], [-1.58999, -2.12269, 0.66671], [-1.65381, -1.78346, -1.12523], [-1.58789, -0.32778, 0.15211], [1.49559, 1.11221, 1.65990]], "lowdin_charge": [-0.344, 0.247, 0.107, 0.630, -0.424, -0.111, 0.031, 0.011, -0.057, -0.090]}

=====

Version x
{"formula": "CH4ClNOP2", "method": "ωB97M-V/def2-TZVPD", "gap_ev": [6.944, 6.937], "homo_ev": [-8.73, -8.72], "multiplicity": 1, "mol_weight_g_mol": 143.45, "elements": ["C", "N", "O", "P", "P", "Cl", "H", "H", "H", "H"], "xyz": [[0.81418, 0.80258, -0.05404], [-1.54021, -1.72190, -0.61618], [-2.34423, -2.58709, -0.69430], [-0.75416, -1.59539, 1.07072], [-0.78310, 0.61522, 0.95273], [-2.54722, 0.50082, -1.05935], [1.01452, 0.00867, -0.76659], [1.54750, 0.88162, 0.65650], [0.66370, 1.54128, -0.77963], [-2.05085, -1.88370, 1.88799]], "lowdin_charge": [-0.406, -0.519, -0.123, 0.548, 0.589, -0.061, 0.029, -0.012, 0.004, -0.049]}

=====

Each structure's energy above the most stable one, in kJ/mol: version w 0.0; version x 72.7.

=====

Version w
{"formula": "CH3N5", "method": "ωB97M-V/def2-TZVPD", "gap_ev": 9.745, "homo_ev": -9.35, "multiplicity": 1, "smiles": "[H]/N=c1\\nn[nH][nH]1", "mol_weight_g_mol": 85.07, "elements": ["H", "N", "C", "N", "N", "N", "N", "H", "H"], "xyz": [[2.18373, 1.30193, -0.45793], [1.50996, 0.79975, -1.03127], [0.62439, 0.32846, -0.26918], [0.54728, 0.40154, 1.16418], [-0.49152, -0.16725, 1.53406], [-1.26646, -0.54462, 0.50052], [-0.47047, -0.47203, -0.65206], [-1.62643, -1.48814, 0.65685], [-1.01049, -0.15965, -1.44517]], "lowdin_charge": [0.045, 0.120, -0.496, 0.067, -0.018, -0.052, 0.059, 0.139, 0.135]}

=====

Version x
{"formula": "CH3N5", "method": "ωB97M-V/def2-TZVPD", "gap_ev": 11.077, "homo_ev": -10.53, "multiplicity": 1, "smiles": "Nc1nnn[nH]1", "mol_weight_g_mol": 85.07, "elements": ["N", "C", "N", "N", "N", "N", "H", "H", "H"], "xyz": [[0.27304, -1.34849, 0.84415], [0.18540, -0.11886, 0.14676], [1.10878, 0.73829, 0.06391], [0.67866, 1.67697, -0.89158], [-0.45391, 1.42009, -1.32209], [-0.85875, 0.23742, -0.76042], [-0.43887, -1.11784, 1.72347], [1.22471, -1.23126, 1.25934], [-1.71905, -0.25632, -1.06354]], "lowdin_charge": [0.069, -0.512, 0.059, -0.049, -0.040, 0.064, 0.165, 0.088, 0.156]}

=====

Version y
{"formula": "CH3N5", "method": "ωB97M-V/def2-TZVPD", "gap_ev": 10.985, "homo_ev": -10.39, "multiplicity": 1, "smiles": "Nn1cnnn1", "mol_weight_g_mol": 85.07, "elements": ["N", "N", "C", "N", "N", "N", "H", "H", "H"], "xyz": [[-1.57910, -0.03032, 0.12757], [-0.25514, -0.01843, -0.22472], [0.70214, 0.95585, -0.17269], [1.93111, 0.41114, 0.17426], [1.79522, -0.84601, -0.01366], [0.59564, -1.09486, -0.13842], [-1.51432, -0.57405, 0.92165], [-2.13218, -0.71927, -0.49546], [0.45664, 1.91597, -0.17853]], "lowdin_charge": [0.107, -0.182, -0.083, 0.004, -0.079, -0.025, 0.053, 0.142, 0.062]}

=====

Each structure's energy above the most stable one, in kJ/mol: version w 42.5; version x 0.0; version y 211.4.

=====

Version w
{"formula": "C7H7NOS", "method": "ωB97M-V/def2-TZVPD", "gap_ev": 7.238, "homo_ev": -8.30, "multiplicity": 1, "smiles": "CS/N=C1/C=CC=CC1=O", "mol_weight_g_mol": 153.21, "elements": ["C", "S", "N", "C", "C", "C", "C", "C", "C", "O", "H", "H", "H", "H", "H", "H", "H"], "xyz": [[2.80684, 0.78875, 0.45550], [2.83824, -0.85310, -0.20255], [1.35468, -1.53002, -0.48942], [0.17727, -1.01850, -0.52612], [-0.86028, -1.93541, -0.26416], [-2.10408, -1.52362, -0.09751], [-2.40468, -0.08297, -0.14493], [-1.52895, 0.85272, -0.52602], [-0.12032, 0.39837, -0.79767], [0.67980, 1.07463, -1.40956], [2.40616, 1.63736, -0.20279], [2.11297, 1.05816, 1.36571], [3.77106, 1.12740, 0.87797], [-0.47335, -2.85142, -0.03716], [-2.79248, -2.17608, 0.20524], [-3.40908, 0.22960, 0.05378], [-1.82142, 1.87789, -0.48606]], "lowdin_charge": [-0.458, 0.911, -0.253, -0.313, -0.038, -0.041, -0.054, 0.011, -0.343, 0.050, 0.049, 0.083, 0.036, 0.093, 0.062, 0.099, 0.104]}

=====

Version x
{"formula": "C7H7NOS", "method": "ωB97M-V/def2-TZVPD", "gap_ev": 7.177, "homo_ev": -8.02, "multiplicity": 1, "mol_weight_g_mol": 153.21, "elements": ["C", "C", "C", "C", "C", "C", "C", "N", "O", "S", "H", "H", "H", "H", "H", "H", "H"], "xyz": [[2.40363, 0.27015, 0.48850], [1.51498, 1.29118, 0.26399], [1.94128, -1.08304, 0.35266], [0.30451, 1.02731, -0.37117], [0.66104, -1.33915, -0.02451], [-0.16830, -0.26148, -0.38153], [-2.62810, 0.97579, -0.43371], [-1.39315, -0.42882, -0.93931], [-1.97186, -1.60340, -0.52829], [-3.57102, 0.67083, 0.80485], [3.45591, 0.54139, 0.78080], [1.90054, 2.27284, 0.54090], [2.64693, -1.89498, 0.66493], [-0.46094, 1.71918, -0.62395], [0.30266, -2.31409, 0.12052], [-2.65870, 1.84802, -1.16528], [-2.27942, -1.69172, 0.45061]], "lowdin_charge": [-0.103, -0.097, -0.082, -0.036, -0.033, -0.323, -0.520, -0.092, -0.132, 0.739, 0.114, 0.105, 0.117, 0.076, 0.093, 0.064, 0.112]}

=====

Each structure's energy above the most stable one, in kJ/mol: version w 0.0; version x 205.8.